Record 1
DFT (wB97M-V/def2-TZVPD) results for the molecule C5H6O2.

Computed properties:
2S+1: 1
E (a.u.): -344.3430
Frontier orbital gap (eV): 8.773

```
13
Properties=species:S:1:pos:R:3:forces:R:3
O 0.020272 -2.038001 -0.732029 0.10 -0.08 0.21
C -1.029429 -1.085056 -0.821328 -0.29 0.21 -0.17
C -0.920535 0.228379 -0.107499 -0.05 -0.33 0.05
C -0.177990 0.349437 1.095161 -0.19 -0.07 0.10
C 0.338335 1.795944 1.095361 0.03 0.20 0.06
C 0.648635 0.856009 -0.009844 0.42 0.29 -0.29
O 1.031889 -0.287831 1.158205 -0.10 -0.06 0.06
H 0.383776 -1.994317 0.162154 0.05 -0.01 -0.17
H -1.989285 -1.509067 -0.477219 0.15 0.05 -0.02
H -1.156679 -0.891066 -1.891793 -0.01 -0.01 0.15
H 1.134850 2.016827 1.798714 -0.12 -0.07 -0.10
H -0.389848 2.569369 0.875342 0.11 -0.13 0.00
H 1.177376 0.632022 -0.925029 -0.10 0.00 0.11
```
Forces are in eV/Å.

---

Record 2
DFT (wB97M-V/def2-TZVPD) results for the molecule C5H6O2.

Computed properties:
Structure (SMILES): C=C=C(O)CC=O
2S+1: 1
E (a.u.): -344.5172
Frontier orbital gap (eV): 9.253

```
13
Properties=species:S:1:pos:R:3:forces:R:3
O 0.099765 1.534986 0.642366 -0.18 0.22 0.16
C 2.721350 -0.451266 0.212809 -0.18 -0.21 -0.01
C 1.428321 -0.271644 0.235309 0.03 0.22 -0.09
C 0.210395 0.204687 0.338562 0.21 -0.23 -0.13
C -1.096227 -0.545603 0.178805 0.01 0.02 0.08
C -1.953557 0.090782 -0.902319 -0.08 0.35 0.08
O -2.304497 1.250379 -0.855275 0.24 -0.51 0.03
H -0.775447 1.846700 0.377922 -0.15 0.04 -0.12
H 3.267044 -0.681621 1.124415 -0.02 -0.08 -0.10
H 3.294191 -0.383981 -0.711592 -0.11 -0.03 0.14
H -1.670153 -0.433076 1.106285 0.06 -0.03 0.04
H -0.953128 -1.614606 -0.000174 0.13 0.25 -0.06
H -2.268062 -0.545731 -1.747114 0.03 -0.01 -0.01
```
Forces are in eV/Å.

---

What did the first record say?
DFT (wB97M-V/def2-TZVPD) results for the molecule C5H6O2.

Computed properties:
2S+1: 1
E (a.u.): -344.3430
Frontier orbital gap (eV): 8.773

```
13
Properties=species:S:1:pos:R:3:forces:R:3
O 0.020272 -2.038001 -0.732029 0.10 -0.08 0.21
C -1.029429 -1.085056 -0.821328 -0.29 0.21 -0.17
C -0.920535 0.228379 -0.107499 -0.05 -0.33 0.05
C -0.177990 0.349437 1.095161 -0.19 -0.07 0.10
C 0.338335 1.795944 1.095361 0.03 0.20 0.06
C 0.648635 0.856009 -0.009844 0.42 0.29 -0.29
O 1.031889 -0.287831 1.158205 -0.10 -0.06 0.06
H 0.383776 -1.994317 0.162154 0.05 -0.01 -0.17
H -1.989285 -1.509067 -0.477219 0.15 0.05 -0.02
H -1.156679 -0.891066 -1.891793 -0.01 -0.01 0.15
H 1.134850 2.016827 1.798714 -0.12 -0.07 -0.10
H -0.389848 2.569369 0.875342 0.11 -0.13 0.00
H 1.177376 0.632022 -0.925029 -0.10 0.00 0.11
```
Forces are in eV/Å.